{
  "formula": "C3H2InLiO3",
  "method": "ωB97M-V with the def2-TZVPD basis set",
  "elements": ["C", "O", "H", "Li", "C", "O", "C", "O", "In", "H"],
  "coordinates": [[0.0876, -0.6944, 2.0351], [-0.0462, -1.8254, 2.5916], [0.3119, -1.5474, 0.0340], [0.6976, -1.0591, 4.0765], [-0.0287, -0.6531, 0.5717], [0.5202, 0.5395, 0.0125], [0.6635, 0.6384, -1.3028], [0.4224, -0.3764, -2.0114], [1.0279, 1.0487, -3.2353], [-1.2026, -0.5025, 0.9246]],
  "forces_ev_per_angstrom": [[0.57, -5.21, 0.82], [0.43, 4.14, -1.01], [-0.78, 0.00, 0.33], [0.15, -0.05, 0.75], [-1.11, 1.93, 0.71], [-0.87, -0.33, 1.32], [-0.65, -1.64, 2.80], [-1.32, -2.37, 3.44], [2.12, 4.01, -6.97], [1.45, -0.49, -2.19]],
  "mulliken_spin": [0.53, 0.29, 0.04, -0.01, 0.13, 0.00, 0.00, 0.01, 0.00, 0.01],
  "e_homo_ev": [-10.92, -10.91],
  "charge": 1,
  "gap_ev": [6.239, 4.020],
  "multiplicity": 2
}

{
  "formula": "C28H33Cl2HfN9O7S2",
  "method": "ωB97M-V with the def2-TZVPD basis set",
  "elements": ["Hf", "N", "C", "S", "N", "N", "C", "C", "C", "C", "C", "C", "C", "O", "H", "H", "H", "H", "H", "H", "H", "N", "C", "C", "C", "C", "N", "C", "N", "N", "C", "O", "O", "H", "H", "H", "H", "H", "H", "H", "H", "H", "H", "H", "H", "H", "H", "C", "C", "C", "C", "C", "C", "C", "S", "O", "O", "N", "C", "C", "C", "C", "C", "N", "H", "H", "H", "H", "H", "H", "H", "H", "H", "H", "H", "Cl", "C", "Cl", "C", "O", "O", "H"],
  "coordinates": [[-0.7641, -1.0655, -0.3007], [-4.2398, -1.1393, 2.8699], [-3.4868, -1.3200, 1.7393], [-2.7426, 0.0995, 1.0541], [-3.3715, -2.5277, 1.2987], [-2.5508, -2.6278, 0.1792], [-2.6282, -3.7956, -0.3515], [-1.8843, -4.2769, -1.4948], [-1.9534, -5.6336, -1.8280], [-1.2458, -6.1375, -2.8998], [-0.4624, -5.2727, -3.6661], [-0.3898, -3.9265, -3.3678], [-1.0986, -3.4196, -2.2757], [-1.0534, -2.1310, -1.9817], [-4.5736, -0.2095, 3.0495], [-4.8498, -1.9028, 3.1143], [-3.3032, -4.5007, 0.1301], [-2.5645, -6.2903, -1.2189], [-1.2962, -7.1905, -3.1419], [0.1008, -5.6618, -4.5054], [0.2166, -3.2396, -3.9440], [-2.5466, 0.1631, -2.3418], [-1.5693, 1.1236, -2.8581], [-1.8418, 1.8495, -4.1703], [-0.6064, 2.5553, -4.7470], [0.1773, 3.5146, -3.8463], [0.7432, 3.0069, -2.5847], [1.8690, 2.3224, -2.4100], [2.4455, 2.2841, -1.2055], [2.4755, 1.7355, -3.4563], [-0.2505, 0.3553, -2.8629], [0.2813, -0.0228, -3.8957], [0.2275, 0.2093, -1.6699], [-2.6888, -0.6062, -2.9866], [-3.4343, 0.5954, -2.1198], [-1.4672, 1.8601, -2.0632], [-2.6484, 2.5730, -4.0067], [-2.2042, 1.1422, -4.9199], [-0.9235, 3.1698, -5.5950], [0.0627, 1.8045, -5.1591], [-0.4600, 4.3498, -3.5502], [1.0005, 3.9395, -4.4233], [0.2402, 3.2180, -1.7341], [1.9852, 2.7637, -0.4430], [2.8961, 1.4227, -0.9095], [1.8545, 1.2220, -4.0804], [3.3202, 1.2297, -3.2363], [1.9189, 1.8116, 7.6327], [1.9259, 1.3655, 6.1962], [0.7971, 0.7912, 5.6184], [0.8078, 0.3603, 4.3010], [1.9622, 0.5167, 3.5509], [3.1004, 1.0876, 4.0994], [3.0741, 1.5069, 5.4195], [2.0034, -0.1158, 1.8955], [3.0556, 0.5802, 1.1822], [2.1144, -1.5378, 2.0631], [0.5538, 0.2341, 1.2505], [0.2856, 1.5911, 1.0961], [0.9760, 2.6749, 1.6930], [0.5037, 3.9586, 1.5197], [-0.6465, 4.1921, 0.7691], [-1.2348, 3.0867, 0.1879], [-0.7539, 1.8511, 0.2959], [0.9097, 1.8089, 8.0423], [2.3264, 2.8182, 7.7343], [2.5306, 1.1480, 8.2470], [-0.1051, 0.6793, 6.2078], [-0.0746, -0.0809, 3.8527], [3.9888, 1.2039, 3.4919], [3.9604, 1.9532, 5.8560], [1.8666, 2.5325, 2.2808], [1.0324, 4.7803, 1.9872], [-1.0678, 5.1798, 0.6474], [-2.1315, 3.1916, -0.4187], [3.6875, -3.6737, 0.0174], [2.0259, -3.9776, 0.5087], [1.3689, -5.4274, -0.2889], [1.1038, -2.8200, 0.1797], [-0.0198, -2.7823, 0.7879], [1.3570, -1.9519, -0.6667], [2.0008, -4.1483, 1.5782]],
  "forces_ev_per_angstrom": [[-0.72, 0.43, 0.01], [0.00, -0.01, -0.02], [-0.07, -0.02, 0.01], [0.19, -0.21, 0.18], [-0.01, 0.16, -0.11], [-0.05, -0.22, 0.12], [0.00, 0.00, -0.05], [-0.02, -0.07, 0.05], [0.01, -0.03, -0.01], [-0.02, 0.01, 0.02], [0.02, 0.01, -0.02], [-0.01, -0.04, -0.01], [-0.04, 0.11, 0.00], [0.15, -0.23, -0.14], [0.01, 0.01, -0.01], [0.00, 0.01, 0.01], [-0.02, 0.00, -0.02], [0.00, 0.00, 0.00], [0.00, 0.00, 0.00], [0.00, 0.00, 0.00], [0.00, 0.00, 0.00], [0.20, 0.19, -0.06], [-0.08, -0.08, 0.04], [-0.07, -0.03, -0.01], [-0.02, 0.11, -0.15], [0.04, 0.04, 0.08], [-0.02, 0.03, -0.05], [0.16, 0.00, -0.03], [-0.04, -0.09, -0.06], [-0.11, -0.02, -0.01], [0.03, 0.12, 0.11], [0.07, 0.01, -0.01], [0.01, -0.30, -0.26], [-0.03, -0.02, 0.03], [0.00, -0.04, 0.09], [0.01, 0.02, -0.02], [0.01, -0.01, 0.00], [0.04, -0.03, 0.00], [-0.02, 0.01, 0.01], [-0.01, 0.01, 0.01], [-0.01, -0.02, 0.02], [0.01, -0.03, -0.01], [0.01, 0.03, 0.00], [0.03, -0.01, -0.01], [-0.01, 0.06, 0.04], [0.01, 0.02, 0.07], [0.00, 0.03, 0.03], [-0.01, 0.01, 0.00], [-0.01, -0.01, 0.00], [0.00, 0.01, 0.00], [0.00, 0.01, 0.01], [-0.03, -0.01, 0.01], [0.00, -0.01, 0.02], [0.02, 0.01, 0.00], [-0.14, -0.09, 0.16], [0.06, 0.02, 0.03], [0.06, 0.02, -0.11], [0.33, 0.45, -0.25], [0.00, -0.05, 0.02], [0.02, 0.06, 0.04], [-0.02, -0.01, 0.00], [0.01, -0.03, -0.01], [0.08, 0.04, -0.12], [-0.21, -0.16, 0.20], [0.00, 0.00, 0.00], [0.00, 0.00, 0.00], [0.00, 0.00, -0.01], [0.00, 0.00, 0.00], [0.01, 0.00, 0.00], [-0.01, -0.01, 0.00], [0.00, 0.00, 0.00], [-0.02, -0.04, -0.01], [0.00, 0.00, 0.00], [0.01, 0.00, 0.00], [0.00, -0.01, 0.03], [-0.03, 0.00, 0.00], [0.03, -0.04, -0.01], [0.01, 0.02, 0.01], [-0.17, 0.04, 0.08], [0.12, -0.10, 0.09], [0.26, -0.06, -0.04], [0.03, 0.01, 0.01]],
  "lowdin_charge": [1.66, 0.05, -0.87, 0.61, -0.01, -0.12, -0.07, -0.16, -0.06, -0.11, -0.08, 0.00, -0.33, -0.23, 0.06, 0.09, 0.13, 0.11, 0.10, 0.10, 0.12, 0.06, -0.32, -0.13, -0.18, -0.13, 0.11, -0.44, 0.23, 0.23, -0.62, 0.06, -0.18, 0.10, 0.09, 0.09, 0.12, 0.12, 0.12, 0.09, 0.13, 0.12, 0.11, 0.09, 0.11, 0.10, 0.13, -0.05, -0.27, -0.02, -0.04, -0.31, -0.06, -0.03, 0.63, -0.31, -0.28, -0.18, -0.43, -0.04, -0.06, -0.07, -0.19, -0.02, 0.07, 0.08, 0.08, 0.11, 0.12, 0.12, 0.12, 0.09, 0.11, 0.10, 0.11, 0.64, -0.99, 0.66, -0.79, -0.12, -0.06, 0.07],
  "e_homo_ev": -7.40,
  "gap_ev": 7.689,
  "multiplicity": 1
}